Entry from the OMol25 dataset: one molecule with the formula C5H8O2 at a distorted geometry (the ωB97M-V functional and the def2-TZVPD basis).

Geometry as XYZ:
```
15
Properties=species:S:1:pos:R:3:mulliken_charge:R:1
O 1.510 -0.305 1.021 -0.37
O 0.398 -2.006 -1.112 -0.23
C 1.284 0.438 -0.189 -0.34
C 0.037 -0.767 -1.370 -0.89
C -1.346 1.104 -0.332 -1.58
C 0.098 -0.455 1.248 -0.84
C -0.220 0.108 -0.144 1.64
H 1.687 1.454 -0.168 0.38
H -1.302 1.552 -1.329 0.39
H -0.267 0.176 2.071 0.30
H -1.324 1.905 0.416 0.39
H -0.186 -1.498 1.475 0.20
H 1.606 -0.026 -1.161 0.27
H 0.335 -2.269 -0.176 0.33
H -2.311 0.589 -0.249 0.35
```

## Properties
**HOMO**: -8.7 eV
**E_LUMO**: 0.760 eV
**E_tot**: -345.63876 hartree
**Energy above the lowest of the compared OMol25 structures with the same formula, charge and spin**: 436.4 kJ/mol
**Charge**: 0
**Orbital gap**: 0.3492 Eh